{"formula": "C30H41BeClIN3OSi4Te", "method": "the ωB97M-V functional and the def2-TZVPD basis", "species": ["Be", "Cl", "C", "C", "C", "C", "O", "C", "C", "N", "C", "C", "C", "C", "C", "C", "C", "C", "N", "C", "C", "H", "H", "H", "H", "H", "H", "H", "H", "H", "H", "I", "C", "C", "C", "C", "N", "C", "H", "H", "H", "H", "C", "Si", "C", "C", "Si", "Te", "Si", "C", "C", "C", "Si", "C", "C", "C", "H", "H", "H", "H", "H", "H", "H", "H", "H", "H", "H", "H", "H", "H", "H", "H", "H", "H", "H", "H", "H", "H", "H", "H", "H", "H", "H"], "positions_angstrom": [[0.102, -0.095, 0.198], [4.991, 3.275, 3.655], [3.964, 2.369, 2.582], [4.289, 2.293, 1.216], [3.503, 1.567, 0.361], [2.342, 0.900, 0.812], [1.627, 0.234, -0.046], [2.013, 1.009, 2.198], [0.870, 0.345, 2.726], [0.068, -0.284, 1.936], [-1.046, -1.054, 2.270], [-1.678, -1.211, 3.478], [-2.804, -2.052, 3.573], [-3.254, -2.771, 2.498], [-2.605, -2.655, 1.246], [-2.952, -3.377, 0.080], [-2.270, -3.149, -1.084], [-1.248, -2.184, -1.117], [-0.895, -1.508, -0.048], [-1.537, -1.752, 1.135], [2.855, 1.740, 3.065], [5.157, 2.822, 0.847], [3.738, 1.501, -0.693], [0.697, 0.373, 3.802], [-1.335, -0.667, 4.348], [-3.313, -2.140, 4.524], [-4.117, -3.417, 2.591], [-3.749, -4.109, 0.120], [-2.515, -3.693, -1.985], [-0.694, -1.955, -2.022], [2.615, 1.797, 4.120], [-5.267, 2.059, -0.135], [-3.205, 2.349, 0.029], [-2.663, 3.622, 0.099], [-1.287, 3.729, 0.199], [-0.517, 2.583, 0.231], [-1.049, 1.357, 0.162], [-2.376, 1.248, 0.076], [-3.293, 4.501, 0.087], [-0.810, 4.698, 0.246], [0.560, 2.634, 0.305], [-2.777, 0.245, 0.013], [2.562, 2.505, -5.311], [2.099, 0.795, -5.953], [3.417, -0.393, -5.309], [2.160, 0.847, -7.840], [0.014, 0.151, -5.092], [0.138, 0.894, -2.702], [-0.455, -2.101, -5.495], [0.790, -3.262, -4.674], [-0.395, -2.461, -7.349], [-2.176, -2.635, -4.914], [-1.755, 1.503, -5.846], [-1.404, 3.307, -5.427], [-2.041, 1.386, -7.713], [-3.359, 1.051, -4.959], [3.557, 2.804, -5.651], [2.556, 2.506, -4.220], [1.850, 3.265, -5.641], [4.426, -0.037, -5.534], [3.313, -1.391, -5.742], [3.328, -0.490, -4.224], [3.146, 1.149, -8.204], [1.429, 1.559, -8.230], [1.930, -0.130, -8.272], [1.791, -3.102, -5.078], [0.527, -4.309, -4.846], [0.847, -3.101, -3.595], [0.592, -2.243, -7.763], [-1.121, -1.853, -7.894], [-0.618, -3.511, -7.558], [-2.352, -2.378, -3.867], [-2.305, -3.715, -5.028], [-2.953, -2.145, -5.504], [-0.536, 3.684, -5.972], [-1.193, 3.406, -4.360], [-2.257, 3.947, -5.670], [-1.132, 1.646, -8.261], [-2.835, 2.062, -8.042], [-2.325, 0.373, -8.006], [-3.210, 1.088, -3.878], [-3.699, 0.044, -5.214], [-4.162, 1.748, -5.215]], "multiplicity": 1, "de_lowest_kj_mol": 34.8, "mol_weight_g_mol": 870.99, "homo_lumo_gap_ha": 0.163, "fmax_ha_per_bohr": 0.014, "lumo_ev": -1.43}

{"formula": "C30H42Br2N2P2Sr", "method": "the ωB97M-V functional and the def2-TZVPD basis", "species": ["C", "C", "C", "C", "N", "C", "C", "C", "C", "C", "C", "C", "C", "C", "Sr", "P", "H", "H", "H", "H", "H", "H", "H", "H", "C", "C", "H", "H", "H", "H", "H", "C", "C", "H", "H", "H", "H", "H", "C", "C", "H", "H", "H", "H", "H", "Br", "P", "C", "C", "H", "H", "H", "H", "H", "C", "C", "H", "H", "H", "H", "H", "C", "C", "H", "H", "H", "H", "H", "Br", "C", "C", "C", "C", "N", "C", "H", "H", "H", "H"], "positions_angstrom": [[-4.622, -6.215, -0.533], [-4.543, -4.885, -0.989], [-5.730, -4.316, -1.482], [-6.913, -5.073, -1.517], [-6.946, -6.327, -1.079], [-5.847, -6.904, -0.603], [-3.337, -4.097, -0.916], [-2.329, -3.409, -0.838], [-1.286, -2.540, -0.384], [-0.857, -2.662, 0.948], [-0.053, -1.680, 1.525], [0.256, -0.496, 0.804], [-0.147, -0.391, -0.547], [-0.789, -1.476, -1.162], [2.519, -1.344, -0.641], [1.090, 1.048, 1.609], [-5.738, -3.278, -1.799], [-3.756, -6.701, -0.091], [-7.833, -4.622, -1.906], [-5.915, -7.941, -0.252], [-1.077, -1.469, -2.213], [-1.257, -3.499, 1.543], [0.001, 0.548, -1.098], [0.250, -1.817, 2.588], [2.353, 2.499, 1.837], [1.884, 3.850, 2.381], [2.892, 2.599, 0.876], [3.100, 2.095, 2.541], [2.754, 4.515, 2.484], [1.176, 4.383, 1.741], [1.456, 3.762, 3.383], [-0.476, 1.988, 1.385], [-1.510, 1.476, 2.361], [-0.784, 1.852, 0.336], [-0.313, 3.056, 1.516], [-2.482, 1.886, 2.076], [-1.633, 0.389, 2.393], [-1.263, 1.823, 3.377], [1.311, 0.413, 3.290], [1.336, 1.302, 4.536], [2.283, -0.117, 3.219], [0.526, -0.326, 3.495], [1.407, 0.634, 5.407], [2.189, 1.976, 4.607], [0.409, 1.869, 4.670], [3.834, 1.206, -0.894], [-0.478, 3.446, -3.468], [-0.642, 3.880, -1.678], [-0.616, 5.401, -1.487], [0.173, 3.402, -1.114], [-1.599, 3.473, -1.313], [-0.955, 5.664, -0.476], [0.395, 5.806, -1.620], [-1.277, 5.900, -2.206], [1.260, 2.851, -3.613], [1.865, 3.106, -5.000], [1.281, 1.777, -3.382], [1.852, 3.368, -2.846], [2.951, 2.965, -4.952], [1.473, 2.411, -5.751], [1.672, 4.127, -5.352], [-1.466, 1.890, -3.581], [-2.897, 2.160, -4.057], [-1.472, 1.377, -2.607], [-0.944, 1.247, -4.307], [-3.375, 1.213, -4.330], [-3.507, 2.630, -3.278], [-2.910, 2.813, -4.938], [7.289, -2.022, 3.738], [5.845, -2.625, 2.669], [5.314, -3.900, 2.869], [4.219, -4.303, 2.108], [3.624, -3.406, 1.236], [4.145, -2.175, 1.022], [5.257, -1.777, 1.714], [5.769, -4.534, 3.615], [3.816, -5.308, 2.186], [2.706, -3.676, 0.687], [5.638, -0.769, 1.524]], "charge": 2, "multiplicity": 1, "mol_weight_g_mol": 740.06, "homo_lumo_gap_ha": 0.181, "fmax_ha_per_bohr": 0.065, "lumo_ev": -7.25}

{"formula": "C30H42Cl2F3N4O9S", "method": "the ωB97M-V functional and the def2-TZVPD basis", "species": ["C", "C", "Cl", "C", "Cl", "N", "C", "C", "C", "S", "O", "O", "O", "C", "N", "C", "O", "C", "F", "F", "F", "O", "C", "C", "C", "O", "N", "C", "C", "N", "C", "C", "C", "O", "C", "C", "C", "C", "C", "C", "C", "H", "H", "H", "H", "H", "H", "H", "H", "H", "H", "H", "H", "H", "H", "H", "H", "H", "H", "H", "H", "H", "H", "H", "H", "H", "H", "H", "H", "H", "H", "H", "H", "H", "H", "H", "H", "H", "H", "C", "C", "C", "O", "C", "C", "C", "O", "H", "H", "H", "H"], "positions_angstrom": [[5.370, -2.443, -0.554], [4.257, -2.173, 0.521], [4.070, -3.476, 1.751], [3.480, -1.049, 0.533], [3.816, 0.110, -0.802], [2.442, -0.860, 1.528], [2.957, -0.682, 2.909], [2.274, -1.583, 4.027], [1.222, -2.614, 3.492], [0.998, -4.055, 4.647], [1.030, -5.255, 3.819], [2.041, -4.118, 5.655], [-0.485, -3.914, 5.357], [1.432, 0.080, 1.135], [1.516, 1.452, 1.498], [0.681, 1.913, 2.586], [0.556, 1.018, 3.713], [0.005, 1.626, 4.816], [0.911, 2.415, 5.470], [-1.111, 2.365, 4.557], [-0.374, 0.615, 5.661], [2.763, 2.002, 1.408], [2.758, 3.323, 0.839], [2.754, 3.392, -0.738], [4.224, 3.389, -1.365], [1.879, 2.443, -1.379], [0.454, -0.342, 0.374], [0.341, -1.749, -0.109], [-0.712, -2.657, 0.643], [-1.936, -2.769, -0.192], [-0.610, 0.560, -0.143], [-2.007, 0.423, 0.563], [-2.000, 0.100, 2.109], [-2.637, 1.727, 0.419], [-4.061, 1.600, 0.336], [-4.578, 1.257, -1.101], [-5.698, 0.295, -1.169], [-6.243, -0.131, -2.450], [-5.667, 0.407, -3.683], [-4.553, 1.363, -3.637], [-4.015, 1.786, -2.331], [5.923, -1.521, -0.845], [6.114, -3.202, -0.206], [4.836, -2.908, -1.429], [4.043, -0.977, 2.903], [2.948, 0.371, 3.295], [3.090, -2.110, 4.597], [1.787, -0.908, 4.787], [1.477, -3.028, 2.490], [0.223, -2.085, 3.515], [-1.049, -3.515, 4.661], [-0.331, 2.193, 2.168], [1.093, 2.885, 2.987], [3.674, 3.851, 1.208], [1.888, 3.957, 1.190], [2.343, 4.414, -1.001], [4.494, 4.370, -1.822], [4.949, 3.071, -0.570], [4.235, 2.577, -2.139], [1.029, 2.914, -1.458], [-0.009, -1.689, -1.181], [1.310, -2.300, -0.144], [-0.915, -2.393, 1.703], [-0.267, -3.699, 0.665], [-1.861, -3.514, -0.879], [-2.779, -2.839, 0.373], [-0.325, 1.637, -0.141], [-0.783, 0.293, -1.241], [-2.712, -0.294, 0.060], [-1.083, -0.404, 2.495], [-2.940, -0.475, 2.340], [-2.095, 1.069, 2.674], [-4.488, 2.603, 0.623], [-4.439, 0.870, 1.101], [-6.107, -0.129, -0.223], [-7.072, -0.877, -2.491], [-6.088, 0.078, -4.663], [-4.120, 1.729, -4.602], [-3.153, 2.487, -2.319], [-0.845, -0.799, -6.843], [-0.857, -1.278, -5.600], [-0.877, -0.374, -4.430], [-0.887, -0.812, -3.293], [-0.885, 1.083, -4.690], [-0.873, 1.564, -5.931], [-0.853, 0.659, -7.105], [-0.844, 1.096, -8.235], [-0.830, -1.445, -7.711], [-0.853, -2.340, -5.390], [-0.901, 1.728, -3.820], [-0.878, 2.626, -6.140]], "charge": 1, "multiplicity": 1, "de_lowest_kj_mol": 363.5, "mol_weight_g_mol": 762.65, "homo_lumo_gap_ha": 0.276, "fmax_ha_per_bohr": 0.074, "lumo_ev": -3.76}

Which formula does entry 2 have?
C30H42Br2N2P2Sr